Below is a cluster of 2 separate species, C28H26Cl4N2O2 in total at a distorted geometry, with properties calculated with the ωB97M-V functional and the def2-TZVPD basis.

Last column: Mulliken charge in e.
Geometry (Å):
1 C -0.34367 0.50429 0.50815  -2.011
2 C -1.58290 0.00326 0.17168  0.787
3 N -2.16627 -1.14009 0.66473  0.416
4 C -1.46997 -2.16104 1.38988  -0.223
5 C -2.08681 -2.75160 2.50353  0.800
6 C -3.42914 -2.33199 3.00606  -2.015
7 C -1.43395 -3.79543 3.17096  -0.688
8 C -0.19234 -4.28490 2.73636  0.743
9 C 0.50754 -5.37682 3.49663  -1.462
10 C 0.36329 -3.73495 1.58067  -1.225
11 C -0.29524 -2.72281 0.86404  1.426
12 C 0.21897 -2.34063 -0.48265  -1.182
13 C -3.37431 -1.33667 0.01585  -0.354
14 C -3.53873 -0.35186 -0.87895  -1.125
15 N -2.44766 0.50234 -0.79081  0.609
16 C -1.99746 1.39241 -1.81027  -0.399
17 C -1.58460 0.86971 -3.03760  1.257
18 C -1.89034 -0.55749 -3.35799  -1.312
19 C -0.82454 1.67958 -3.89620  -0.980
20 C -0.49737 2.99578 -3.55267  0.773
21 C 0.36960 3.82723 -4.46086  -1.524
22 C -0.97080 3.51221 -2.33914  -0.905
23 C -1.74094 2.72437 -1.47265  0.598
24 C -2.23342 3.22863 -0.16044  -1.323
25 H 0.01507 1.36497 -0.04081  0.495
26 H 0.18542 -0.06743 1.26446  0.495
27 H -3.83556 -1.50011 2.43875  0.400
28 H -4.15178 -3.15911 2.95673  0.349
29 H -3.36855 -2.02725 4.05785  0.426
30 H -1.89676 -4.24321 4.04947  0.418
31 H 1.48049 -5.59669 3.03778  0.345
32 H 0.67912 -5.09954 4.54874  0.331
33 H -0.08405 -6.30522 3.49887  0.324
34 H 1.31420 -4.11967 1.20126  0.274
35 H 1.13320 -2.90110 -0.69448  0.430
36 H -0.48978 -2.55847 -1.29007  0.134
37 H 0.47808 -1.28096 -0.54542  0.326
38 H -3.98696 -2.19706 0.22699  0.644
39 H -4.34575 -0.21255 -1.57732  0.603
40 H -1.38155 -0.85197 -4.27813  0.416
41 H -1.52865 -1.23266 -2.57281  0.028
42 H -2.96402 -0.74073 -3.48438  0.290
43 H -0.44671 1.24591 -4.82641  0.352
44 H 0.55527 4.81353 -4.01862  0.351
45 H 1.34302 3.34374 -4.63857  0.323
46 H -0.10037 3.97975 -5.44401  0.353
47 H -0.71439 4.53400 -2.04823  0.276
48 H -2.06946 4.30569 -0.08276  0.448
49 H -3.30639 3.04166 -0.03491  0.297
50 H -1.71538 2.73879 0.66642  0.223
51 O 6.80254 2.22235 3.28939  -0.594
52 C 6.05844 2.22227 2.30916  0.270
53 C 4.59729 2.04677 2.45130  0.308
54 Cl 4.01777 1.72420 4.03300  -0.119
55 C 3.75756 2.06956 1.37503  0.341
56 Cl 2.07350 1.91384 1.58923  -0.116
57 C 4.23381 2.16471 -0.03490  0.201
58 O 3.49348 2.10753 -1.01357  -0.553
59 C 5.71091 2.40571 -0.16141  0.192
60 Cl 6.30763 2.55031 -1.75734  -0.129
61 C 6.55061 2.39648 0.91839  0.286
62 Cl 8.23975 2.54841 0.76301  -0.118

SMILES string	C=C1N(c2c(C)cc(C)cc2C)C=CN1c1c(C)cc(C)cc1C.O=C1C(Cl)=C(Cl)C(=O)C(Cl)=C1Cl
energy above the lowest of the compared OMol25 structures with the same formula, charge and spin	0.00	kJ/mol
electronic energy	-86621.3303	eV
HOMO energy	-6.53	eV
orbital gap	4.18	eV

---

Below is a structure of composition C28H26ClN4O4SV at a distorted geometry, with properties calculated with the ωB97M-V functional and the def2-TZVPD basis.

Last column: Mulliken charge in e.
Geometry (Å):
1 V -0.46124 0.55281 -1.06681  0.123
2 Cl 6.54709 1.48973 -0.11988  -0.286
3 C 4.92759 1.17560 -0.72143  0.293
4 C 4.70938 0.07523 -1.54381  -0.724
5 C 3.42429 -0.16527 -2.00859  -0.382
6 C 2.34793 0.65898 -1.67176  0.752
7 O 1.13571 0.37501 -2.13401  -1.005
8 C 2.58515 1.78999 -0.82102  -0.235
9 C 1.53916 2.68820 -0.45100  -0.099
10 N 0.26574 2.46290 -0.81209  0.899
11 C -0.71880 3.39497 -0.80158  0.296
12 C -0.66576 4.69609 -0.28825  -1.061
13 C -1.75361 5.56583 -0.42890  -0.643
14 C -2.90439 5.20329 -1.09157  -1.034
15 C -2.99530 3.90038 -1.64409  0.875
16 C -4.09698 3.44231 -2.38882  -0.524
17 C -4.09558 2.18083 -2.92209  -1.038
18 C -3.00468 1.34037 -2.68285  -0.193
19 N -1.95855 1.73184 -1.97880  0.453
20 C -1.92478 2.99472 -1.46869  0.646
21 C 3.90321 2.01756 -0.36730  -0.858
22 H 5.53122 -0.57698 -1.80804  0.416
23 H 3.21332 -1.01716 -2.64873  0.462
24 H 1.80675 3.59381 0.08425  0.160
25 H 0.22473 5.03870 0.22320  0.314
26 H -1.67573 6.56325 -0.00523  0.368
27 H -3.73570 5.89183 -1.20591  0.353
28 H -4.94242 4.10579 -2.53951  0.396
29 H -4.93155 1.80852 -3.50024  0.371
30 H -3.00038 0.32373 -3.02892  0.515
31 H 4.10466 2.86721 0.27802  0.389
32 O -0.84687 0.26849 2.72056  -0.769
33 C -1.45490 -0.00239 1.70276  0.295
34 O -1.39425 0.67616 0.59213  -0.405
35 C -2.36909 -1.19815 1.63565  0.290
36 C -2.85451 -1.67115 2.86134  -0.712
37 C -3.73460 -2.73186 2.94629  -0.580
38 C -4.13594 -3.35177 1.76138  -0.489
39 C -3.65322 -2.90828 0.54591  -0.804
40 C -2.75371 -1.82007 0.42876  0.738
41 S -2.22276 -1.46853 -1.21127  -0.555
42 H -2.50687 -1.16099 3.75258  0.411
43 H -4.10401 -3.07135 3.90684  0.378
44 H -4.82517 -4.19160 1.78477  0.352
45 H -3.95862 -3.40485 -0.36973  0.373
46 C 0.61626 -3.78820 -0.90345  -0.901
47 N 1.50851 -3.29885 0.13349  0.178
48 C 2.81652 -3.93674 0.14420  -1.164
49 C 1.35256 -1.98840 0.53956  0.019
50 O 0.61073 -1.21709 -0.06976  0.507
51 N 2.05125 -1.60394 1.65401  0.461
52 C 2.22231 -2.48258 2.79993  -1.276
53 C 2.16809 -0.17761 1.94962  -1.011
54 H 0.43670 -4.85445 -0.74521  0.368
55 H 1.05818 -3.65417 -1.90015  0.299
56 H -0.32765 -3.25431 -0.86922  0.077
57 H 3.16966 -4.07215 -0.88355  0.341
58 H 2.77832 -4.92254 0.61892  0.274
59 H 3.54538 -3.32647 0.66683  0.405
60 H 1.72998 -3.43442 2.62860  0.425
61 H 1.76394 -2.01493 3.67613  0.368
62 H 3.27804 -2.66486 3.02382  0.297
63 H 2.11590 0.39018 1.02586  0.038
64 H 3.14576 0.00302 2.40833  0.434
65 H 1.37362 0.16471 2.60853  0.337

multiplicity	4
energy above the lowest of the compared OMol25 structures with the same formula, charge and spin	60.42	kJ/mol
<S²>	3.82
electronic energy	-92659.4643	eV
HOMO energy (spin up / spin down)	-2.70 / -4.28	eV
orbital gap (spin up / spin down)	5.27 / 6.54	eV
charge	-1

---

Below is a structure of composition C28H26F5N4OsS4, with properties calculated with the ωB97M-V functional and the def2-TZVPD basis.

Last column: Mulliken charge in e.
Geometry (Å):
1 Os -0.08072 0.44477 -0.07938  1.008
2 F -1.54598 4.36813 5.23400  -0.198
3 C -0.98754 4.00227 4.12629  0.724
4 C -1.32990 2.73555 3.57975  -0.180
5 F -2.19641 1.98476 4.20703  -0.211
6 C -0.74092 2.36180 2.41361  0.506
7 F -1.09889 1.15339 1.87515  -0.412
8 C 0.19581 3.15927 1.71831  0.364
9 S 0.92910 2.71244 0.26836  -0.372
10 C 0.50733 4.42438 2.30903  0.281
11 F 1.36997 5.19596 1.70133  -0.244
12 C -0.07434 4.84240 3.48634  0.099
13 F 0.21390 6.00455 4.01350  -0.202
14 S 0.74444 0.21622 -2.14265  -0.330
15 C -0.56856 -0.29361 -3.17970  0.350
16 N -0.44824 -0.32515 -4.46435  0.073
17 C -1.61884 -0.65232 -5.31570  -0.628
18 C -2.48473 -1.66825 -4.62917  -0.838
19 N -2.79387 -1.22164 -3.25850  0.128
20 C -4.16741 -1.54900 -2.77462  -1.285
21 C -5.17980 -0.79722 -3.59716  0.661
22 C -5.19125 0.59632 -3.58336  -0.155
23 C -6.12068 1.28690 -4.34322  -0.773
24 C -7.04335 0.58755 -5.11402  -0.468
25 C -7.03739 -0.79874 -5.12454  -0.630
26 C -6.10078 -1.49433 -4.36961  -0.303
27 C -1.88683 -0.62544 -2.54664  0.840
28 S -2.11685 -0.19397 -0.90744  -0.233
29 C 0.77006 0.11278 -5.21566  -1.176
30 C 0.42334 1.27816 -6.10019  0.579
31 C 0.07385 2.50007 -5.52818  -0.055
32 C -0.26392 3.57005 -6.33938  -0.738
33 C -0.24707 3.42210 -7.72245  -0.461
34 C 0.10750 2.20963 -8.29348  -0.694
35 C 0.43953 1.13233 -7.48172  -0.357
36 H -1.23769 -1.03796 -6.25878  0.528
37 H -2.14771 0.28123 -5.51719  0.385
38 H -2.01323 -2.65170 -4.56276  0.340
39 H -3.43083 -1.76278 -5.15918  0.455
40 H -4.21870 -1.31342 -1.71448  0.506
41 H -4.28078 -2.62807 -2.89296  0.398
42 H -4.49143 1.14688 -2.96162  0.399
43 H -6.14007 2.36807 -4.32526  0.426
44 H -7.77458 1.12767 -5.69974  0.417
45 H -7.76303 -1.34230 -5.71374  0.419
46 H -6.10543 -2.57830 -4.37010  0.412
47 H 1.08688 -0.75362 -5.79755  0.415
48 H 1.54710 0.34453 -4.49149  0.487
49 H 0.08249 2.62318 -4.44908  0.425
50 H -0.52700 4.52291 -5.90097  0.424
51 H -0.50257 4.26094 -8.35551  0.418
52 H 0.13129 2.10124 -9.36900  0.416
53 H 0.72942 0.18845 -7.92921  0.420
54 S 1.46192 -0.79495 1.27677  -0.400
55 C 3.12050 -0.41728 0.81514  0.336
56 N 3.64228 -0.91610 -0.28837  -0.032
57 C 5.08058 -0.82894 -0.62030  -0.594
58 C 5.87684 -0.61672 0.65476  -0.619
59 C 5.29090 0.53832 1.44589  -0.587
60 N 3.84855 0.30013 1.64533  -0.081
61 H 3.04941 -1.51992 -0.83586  0.287
62 H 5.23177 -0.01669 -1.33214  0.311
63 H 5.35297 -1.76522 -1.10258  0.383
64 H 6.91322 -0.39831 0.40362  0.354
65 H 5.86836 -1.52584 1.25765  0.322
66 H 5.41896 1.48741 0.92298  0.289
67 H 5.74557 0.62564 2.42966  0.398
68 H 3.41019 0.58824 2.50653  0.275

multiplicity	5
<S²>	6.06
electronic energy	-94787.5232	eV
HOMO energy (spin up / spin down)	-15.90 / -15.99	eV
orbital gap (spin up / spin down)	6.01 / 4.36	eV
charge	+3

---

Below is a structure of composition C28H26FN8O4STi, with properties calculated with the ωB97M-V functional and the def2-TZVPD basis.

Last column: Mulliken charge in e.
Geometry (Å):
1 Ti 0.01261 0.33193 -0.05466  -0.790
2 C 0.27850 3.18475 0.86859  -1.687
3 N 0.27037 2.45596 -0.45790  0.195
4 C -0.88229 2.90086 -1.29091  -0.842
5 C -2.12319 2.51402 -0.54955  0.589
6 C -3.31320 3.20825 -0.62009  -0.961
7 C -4.39194 2.75216 0.12393  -0.470
8 C -4.22816 1.63434 0.92973  -1.190
9 C -3.00274 0.99957 0.95227  -0.283
10 N -1.96644 1.42358 0.21431  1.019
11 C 1.55764 2.68775 -1.16195  -1.660
12 C 2.61361 1.91087 -0.43604  0.841
13 C 3.95356 2.22875 -0.51070  -0.941
14 C 4.84675 1.53775 0.29525  -0.528
15 C 4.35253 0.59191 1.18132  -1.224
16 C 3.00233 0.31684 1.17876  -0.383
17 N 2.13478 0.93060 0.35286  0.756
18 C 0.16554 2.30181 2.09058  0.963
19 C 0.21597 2.84341 3.35754  -0.972
20 C 0.12653 2.00217 4.45849  -0.618
21 C -0.01152 0.63507 4.26291  -1.012
22 C -0.06504 0.15550 2.97221  -0.673
23 N 0.02116 0.97782 1.90958  1.347
24 H 1.20073 3.76273 0.93920  0.773
25 H -0.54154 3.90429 0.87362  0.685
26 H -0.83521 3.97463 -1.48421  0.581
27 H -0.83317 2.38352 -2.25273  0.387
28 H -3.39322 4.09064 -1.24125  0.573
29 H -5.34064 3.27132 0.08810  0.474
30 H -5.03622 1.25980 1.54222  0.510
31 H -2.83097 0.13694 1.58171  0.659
32 H 1.46161 2.39512 -2.20673  0.596
33 H 1.79575 3.75439 -1.15532  0.722
34 H 4.28714 3.02667 -1.16146  0.582
35 H 5.90522 1.76039 0.25872  0.487
36 H 5.00194 0.06822 1.86845  0.511
37 H 2.59039 -0.40701 1.86696  0.622
38 H 0.32655 3.91298 3.48432  0.599
39 H 0.16422 2.41182 5.45954  0.478
40 H -0.08138 -0.05178 5.09447  0.539
41 H -0.18850 -0.89882 2.76189  0.663
42 F -2.23992 -5.71939 2.44729  -0.274
43 C -1.80561 -5.23831 1.29907  0.253
44 C -2.39540 -4.20564 0.70835  -0.014
45 N -1.92961 -3.70390 -0.51320  0.284
46 C -2.43305 -2.48069 -1.06678  -1.952
47 C -1.62251 -1.29316 -0.65620  1.813
48 O -1.14109 -1.13694 0.53187  -0.494
49 O -1.33611 -0.38115 -1.47899  -0.681
50 C -0.78810 -4.20228 -1.11727  0.317
51 O -0.26503 -3.62657 -2.06331  -0.635
52 N -0.30400 -5.34755 -0.55908  -0.020
53 C -0.65323 -5.91678 0.68689  0.226
54 O -0.04125 -6.82897 1.15208  -0.504
55 H -3.28392 -3.75021 1.12284  0.442
56 H -3.47405 -2.32542 -0.76948  0.429
57 H -2.38709 -2.52082 -2.15342  0.451
58 H 0.47403 -5.79050 -1.03310  0.261
59 S 1.52025 -2.05982 0.01438  -0.300
60 C 1.63151 -1.57396 -1.57610  0.282
61 N 2.16906 -2.34534 -2.56224  0.111
62 C 2.13976 -2.01345 -3.85964  -0.195
63 C 1.57905 -0.81841 -4.23206  -1.123
64 C 1.07094 -0.02959 -3.21361  0.069
65 N 1.12993 -0.36591 -1.92324  0.654
66 H 2.51020 -3.26194 -2.28638  0.324
67 H 2.55754 -2.72777 -4.55717  0.463
68 H 1.51945 -0.52035 -5.26714  0.526
69 H 0.57815 0.90326 -3.45840  0.370

energy above the lowest of the compared OMol25 structures with the same formula, charge and spin	82.82	kJ/mol
electronic energy	-86217.0474	eV
HOMO energy	-16.12	eV
orbital gap	5.90	eV
charge	+3